No. 1
# C19H12N5O8Y

C19H12N5O8Y as an isolated structure (wB97M-V/def2-TZVPD, the Open Molecules 2025 dataset).

Results
Lowest unoccupied orbital energy (eV): -0.5
Net charge: 0
Multiplicity: 1
Relative energy (zero: lowest compared OMol25 entry of this formula, charge and spin) (kcal/mol): 8.47

CARTESIAN COORDINATES (ANGSTROEM)
Y1 0.170 -0.645 -0.489
O1 1.534 -4.616 -0.557
C1 1.007 -3.543 -0.821
N1 0.415 -2.684 0.034
C2 0.633 -2.969 1.446
C3 1.295 -1.798 2.142
C4 1.611 -1.871 3.491
C5 2.237 -0.801 4.102
C6 2.522 0.327 3.346
C7 2.160 0.335 2.018
N2 1.569 -0.704 1.412
C8 1.030 -3.038 -2.250
C9 1.199 -3.923 -3.301
C10 1.281 -3.420 -4.588
C11 1.211 -2.047 -4.777
C12 1.050 -1.230 -3.675
N3 0.961 -1.708 -2.430
H1 1.274 -3.851 1.531
H2 -0.308 -3.203 1.951
H3 1.362 -2.769 4.042
H4 2.493 -0.843 5.152
H5 2.989 1.195 3.787
H6 2.334 1.212 1.406
H7 1.264 -4.978 -3.079
H8 1.404 -4.086 -5.431
H9 1.277 -1.610 -5.763
H10 0.984 -0.154 -3.779
O2 -0.039 1.072 -1.805
C13 -1.264 0.893 -1.509
O3 -1.752 -0.266 -1.512
C14 -1.892 1.987 -0.704
C15 -2.589 3.087 -1.097
C16 -2.891 4.066 -0.144
C17 -2.429 3.965 1.149
C18 -1.683 2.866 1.542
C19 -1.432 1.786 0.647
O4 -0.829 0.691 0.957
N4 -1.147 2.882 2.894
O5 -1.678 3.628 3.701
O6 -0.180 2.187 3.153
N5 -3.656 5.235 -0.542
O7 -3.869 6.094 0.296
O8 -4.079 5.271 -1.685
H11 -2.915 3.225 -2.118
H12 -2.632 4.753 1.859

Atom charges from the Mulliken analysis, given in e for atoms 1 to 5: 1.380, -0.712, 0.144, -0.374, -1.030

---

No. 2
# C19H13BF4N2O4

A single C19H13BF4N2O4 molecule (wB97M-V/def2-TZVPD, the Open Molecules 2025 dataset).

Results
Lowest unoccupied orbital energy (eV): -0.1
Net charge: 0
SMILES: O=C(Nc1ccc(F)cc1B(O)O)c1ccc(Oc2ccc(C(F)(F)F)cc2)nc1
Multiplicity: 1
Relative energy (zero: lowest compared OMol25 entry of this formula, charge and spin) (kcal/mol): 0.00

CARTESIAN COORDINATES (ANGSTROEM)
O1 -1.302 1.279 -4.402
F1 -2.985 -4.459 0.454
F2 2.397 1.275 6.946
F3 4.372 1.255 5.955
F4 2.984 -0.459 5.729
N1 0.799 1.330 -0.222
O2 -0.299 -4.564 -4.025
O3 -1.466 -2.835 -5.208
O4 0.852 3.279 1.189
B1 -1.161 -3.503 -4.026
C1 -1.079 0.691 -3.360
C2 0.411 0.795 -1.368
C3 0.404 2.598 0.050
C4 -0.461 3.308 -0.781
C5 -2.378 -2.219 -0.080
C6 1.466 1.239 2.450
C7 1.952 3.421 3.281
C8 -2.002 -3.943 -1.664
C9 -0.978 2.694 -1.875
C10 -2.097 -1.267 -1.039
C11 1.973 0.669 3.584
C12 2.487 2.860 4.411
C13 -2.369 -3.574 -0.385
C14 1.416 2.612 2.263
C15 -1.618 -2.996 -2.612
C16 -0.555 1.390 -2.171
C17 -1.666 -1.638 -2.302
C18 2.494 1.475 4.578
N2 -1.357 -0.699 -3.298
C19 3.084 0.854 5.841
H1 -0.091 -4.826 -4.944
H2 -1.204 -3.298 -6.026
H3 0.769 -0.196 -1.591
H4 -0.728 4.305 -0.470
H5 -2.673 -1.960 0.913
H6 1.003 0.632 1.701
H7 1.920 4.516 3.151
H8 -2.015 -4.994 -1.887
H9 -1.633 3.201 -2.577
H10 -2.114 -0.233 -0.748
H11 1.983 -0.391 3.635
H12 2.963 3.460 5.142
H13 -1.500 -1.085 -4.210

Atom charges from the Mulliken analysis, given in e for atoms 1 to 5: -0.633, -0.309, -0.254, -0.248, -0.265

---

No. 3
# C19H13Br2N2O2Os

C19H13Br2N2O2Os as an isolated structure (wB97M-V/def2-TZVPD, the Open Molecules 2025 dataset).

Results
Lowest unoccupied orbital energy (eV): -5.7
Net charge: +1
Multiplicity: 1
Relative energy (zero: lowest compared OMol25 entry of this formula, charge and spin) (kcal/mol): 0.00

CARTESIAN COORDINATES (ANGSTROEM)
Os1 0.306 -0.411 0.311
C1 5.116 -3.304 0.312
C2 3.945 -3.326 1.055
C3 3.032 -2.293 0.929
C4 3.317 -1.240 0.076
C5 4.492 -1.193 -0.659
C6 5.387 -2.241 -0.544
N1 2.379 -0.159 0.029
N2 2.873 0.987 -0.061
C7 1.910 1.978 0.026
C8 2.270 3.317 0.010
C9 1.271 4.260 0.192
C10 -0.047 3.857 0.378
C11 -0.410 2.512 0.357
C12 0.585 1.555 0.205
H1 5.822 -4.119 0.397
H2 3.737 -4.148 1.726
H3 2.113 -2.310 1.512
H4 4.684 -0.357 -1.317
H5 6.300 -2.229 -1.123
H6 3.305 3.595 -0.131
H7 1.515 5.313 0.188
H8 -0.816 4.605 0.520
H9 -1.450 2.243 0.477
Br1 -8.132 -0.332 -0.705
C13 -6.270 -0.331 -0.481
C14 -5.461 0.069 -1.541
C15 -4.091 0.069 -1.376
C16 -3.544 -0.330 -0.154
C17 -4.364 -0.733 0.903
C18 -5.734 -0.732 0.738
C19 -2.116 -0.331 0.018
O1 -1.508 -0.710 1.102
O2 -1.274 0.044 -0.866
H10 -5.905 0.371 -2.478
H11 -3.441 0.371 -2.186
H12 -3.925 -1.045 1.840
H13 -6.387 -1.040 1.542
Br2 0.516 -2.231 -1.221

Atom charges from the Mulliken analysis, given in e for atoms 1 to 5: 0.736, -0.443, -0.817, -0.121, 0.859

---

No. 4
# C19H13Cl2FeO3STe

C19H13Cl2FeO3STe as an isolated structure (wB97M-V/def2-TZVPD, the Open Molecules 2025 dataset).

Results
Lowest unoccupied orbital energy (spin up / spin down) (eV): -0.4 / -1.0
Net charge: 0
Multiplicity: 6
Relative energy (zero: lowest compared OMol25 entry of this formula, charge and spin) (kcal/mol): 0.00

CARTESIAN COORDINATES (ANGSTROEM)
Fe1 1.421 0.212 -2.504
Cl1 5.264 3.668 2.714
C1 4.117 3.034 1.571
C2 2.762 3.403 1.688
C3 1.835 2.928 0.813
Cl2 0.172 3.380 0.986
C4 2.175 2.051 -0.275
O1 1.278 1.649 -1.083
C5 3.553 1.685 -0.345
C6 4.052 0.777 -1.327
O2 3.424 0.254 -2.268
C7 4.502 2.185 0.581
H1 2.457 4.069 2.484
H2 5.116 0.517 -1.237
H3 5.538 1.885 0.494
O3 0.614 -1.139 -1.203
S1 -0.146 -0.737 0.057
C8 -0.824 -2.277 0.633
C9 -0.969 -3.347 -0.235
C10 -1.523 -4.522 0.250
C11 -1.921 -4.613 1.577
C12 -1.758 -3.534 2.434
C13 -1.197 -2.356 1.965
C14 -1.636 0.074 -0.458
C15 -2.221 0.932 0.459
C16 -3.394 1.580 0.106
C17 -3.942 1.382 -1.155
C18 -3.329 0.533 -2.065
C19 -2.167 -0.139 -1.718
H4 -0.641 -3.257 -1.261
H5 -1.643 -5.369 -0.411
H6 -2.352 -5.533 1.948
H7 -2.055 -3.611 3.471
H8 -1.051 -1.513 2.627
H9 -1.760 1.108 1.422
H10 -3.864 2.256 0.807
H11 -4.846 1.906 -1.434
H12 -3.743 0.399 -3.054
H13 -1.672 -0.788 -2.427
Te1 0.374 0.868 -4.627

Atom charges from the Mulliken analysis, given in e for atoms 1 to 5: 0.475, -0.232, 0.193, -0.596, 0.387

---

No. 5
# C19H13ClN7V

C19H13ClN7V as an isolated structure (wB97M-V/def2-TZVPD, the Open Molecules 2025 dataset).

Results
Lowest unoccupied orbital energy (spin up / spin down) (eV): -5.7 / -6.0
Net charge: +1
Multiplicity: 2

CARTESIAN COORDINATES (ANGSTROEM)
V1 0.294 -0.082 -0.823
C1 -2.714 -4.002 0.604
C2 -3.389 -2.789 0.637
C3 -2.679 -1.606 0.693
C4 -1.278 -1.632 0.697
C5 -0.602 -2.854 0.636
C6 -1.328 -4.031 0.608
N1 -0.585 -0.428 0.706
C7 -0.834 0.504 1.654
C8 -1.377 0.317 2.925
C9 -1.527 1.416 3.747
C10 -1.179 2.696 3.306
C11 -0.639 2.905 2.050
C12 -0.437 1.797 1.223
N2 0.090 1.729 -0.035
N3 0.390 2.784 -0.695
C13 0.917 2.482 -1.893
C14 1.324 3.447 -2.835
C15 1.857 3.012 -4.024
C16 2.009 1.638 -4.243
C17 1.582 0.748 -3.282
N4 1.023 1.153 -2.139
H1 -3.269 -4.925 0.575
H2 -4.468 -2.767 0.624
H3 -3.182 -0.646 0.707
H4 0.484 -2.867 0.654
H5 -0.809 -4.975 0.590
H6 -1.640 -0.680 3.250
H7 -1.916 1.276 4.745
H8 -1.334 3.532 3.971
H9 -0.366 3.891 1.707
H10 1.196 4.491 -2.599
H11 2.155 3.713 -4.788
H12 2.441 1.275 -5.162
H13 1.683 -0.321 -3.433
N5 5.490 -3.422 0.804
C18 4.736 -2.565 0.668
N6 3.911 -1.588 0.542
C19 2.882 -1.122 0.103
N7 1.917 -0.498 -0.221
Cl1 -0.830 -1.003 -2.253

Atom charges from the Mulliken analysis, given in e for atoms 1 to 5: 0.131, -0.445, -0.905, 0.386, -0.777

---

No. 6
# C19H13FN3O4Ru

C19H13FN3O4Ru as an isolated structure (wB97M-V/def2-TZVPD, the Open Molecules 2025 dataset).

Results
Lowest unoccupied orbital energy (spin up / spin down) (eV): -4.7 / -6.3
Net charge: +1
Multiplicity: 5
Relative energy (zero: lowest compared OMol25 entry of this formula, charge and spin) (kcal/mol): 2.25

CARTESIAN COORDINATES (ANGSTROEM)
Ru1 -0.612 0.399 1.066
O1 1.437 0.407 0.428
C1 2.355 0.433 1.273
C2 2.253 0.036 2.638
C3 3.399 0.202 3.436
C4 3.359 -0.197 4.737
C5 2.222 -0.785 5.292
C6 1.106 -0.980 4.512
C7 1.099 -0.565 3.183
O2 0.007 -0.804 2.454
N1 4.553 -0.003 5.583
O3 5.565 0.371 5.032
O4 4.416 -0.172 6.773
H1 3.334 0.770 0.923
H2 4.305 0.637 3.033
H3 2.239 -1.081 6.331
H4 0.214 -1.445 4.908
C8 -1.782 5.598 -0.440
C9 -3.025 4.999 -0.277
C10 -3.123 3.624 -0.163
C11 -1.961 2.872 -0.216
C12 -0.716 3.450 -0.379
C13 -0.629 4.827 -0.498
N2 -2.021 1.442 -0.073
N3 -3.031 0.856 -0.511
C14 -2.983 -0.523 -0.252
C15 -3.990 -1.344 -0.714
C16 -3.894 -2.712 -0.464
C17 -2.814 -3.221 0.239
C18 -1.800 -2.386 0.721
C19 -1.878 -1.032 0.457
H5 -1.711 6.675 -0.518
H6 -3.919 5.606 -0.232
H7 -4.078 3.136 -0.025
H8 0.175 2.836 -0.448
H9 0.335 5.296 -0.637
H10 -4.824 -0.918 -1.255
H11 -4.668 -3.378 -0.818
H12 -2.754 -4.285 0.429
H13 -0.978 -2.793 1.291
F1 -0.322 1.847 2.247

Atom charges from the Mulliken analysis, given in e for atoms 1 to 5: 0.426, -0.584, -0.059, 0.832, -0.591